(1)
Entry from the OMol25 dataset: a structure of composition C54H66BN6O6PSSn (wB97M-V/def2-TZVPD).

Each line ends with the Mulliken charge.
Element x y z (Å)
Sn: 0.569 0.225 -0.928  2.184
C: -4.404 0.463 4.961  -2.128
C: -3.836 -0.856 4.439  2.131
C: -3.021 -1.511 5.563  -1.711
C: -5.009 -1.777 4.065  -1.608
C: -2.964 -0.659 3.204  0.362
C: -2.821 0.568 2.567  -1.030
C: -2.051 0.638 1.413  -0.504
N: -1.479 -0.418 0.863  0.758
C: -1.563 -1.591 1.475  -0.165
C: -2.292 -1.743 2.648  -0.432
C: -0.799 -2.695 0.828  -0.522
C: -0.898 -4.016 1.239  -0.568
C: -0.140 -5.010 0.632  0.557
C: 0.703 -4.616 -0.395  -0.773
C: 0.751 -3.273 -0.752  -0.828
N: 0.024 -2.334 -0.160  0.616
C: -0.250 -6.451 1.121  2.103
C: -1.688 -6.953 0.924  -1.628
C: 0.100 -6.501 2.617  -1.581
C: 0.698 -7.388 0.372  -2.249
H: -4.986 0.279 5.867  0.487
H: -5.064 0.931 4.226  0.353
H: -3.607 1.169 5.205  0.390
H: -3.634 -1.611 6.464  0.471
H: -2.142 -0.909 5.803  0.347
H: -2.676 -2.507 5.279  0.303
H: -5.664 -1.931 4.928  0.449
H: -4.646 -2.749 3.725  0.312
H: -5.595 -1.337 3.255  0.317
H: -3.290 1.467 2.942  0.506
H: -1.875 1.577 0.891  0.076
H: -2.317 -2.706 3.142  0.363
H: -1.577 -4.274 2.042  0.355
H: 1.321 -5.320 -0.934  0.477
H: 1.412 -2.922 -1.535  0.194
H: -2.399 -6.329 1.467  0.308
H: -1.781 -7.980 1.290  0.447
H: -1.960 -6.934 -0.134  0.364
H: -0.642 -5.967 3.214  0.329
H: 1.071 -6.036 2.802  0.318
H: 0.135 -7.538 2.965  0.457
H: 0.439 -7.449 -0.687  0.379
H: 0.632 -8.393 0.795  0.461
H: 1.734 -7.052 0.457  0.406
O: -2.445 -1.112 -4.189  -0.809
C: -1.563 -0.852 -3.400  0.802
N: -0.681 -0.616 -2.646  -0.720
C: 4.812 -1.498 -4.940  -2.082
C: 4.598 -0.995 -3.519  1.622
C: 5.613 0.102 -3.199  -1.851
O: 3.300 -0.392 -3.430  -0.931
B: 2.673 -0.726 -2.218  0.110
O: 3.441 -1.745 -1.614  0.002
C: 4.553 -2.121 -2.435  1.957
C: 5.796 -2.205 -1.562  -1.956
C: 4.234 -3.505 -3.003  -2.230
H: 4.908 -0.643 -5.612  0.461
H: 3.963 -2.096 -5.269  0.349
H: 5.724 -2.099 -5.007  0.332
H: 5.479 0.913 -3.918  0.459
H: 6.644 -0.261 -3.261  0.334
H: 5.421 0.501 -2.200  0.156
H: 5.919 -1.281 -0.996  0.326
H: 6.693 -2.391 -2.163  0.307
H: 5.677 -3.029 -0.854  0.486
H: 3.324 -3.469 -3.606  0.393
H: 4.056 -4.182 -2.164  0.458
H: 5.054 -3.902 -3.608  0.372
N: -0.823 2.325 -1.468  0.218
P: -2.051 3.207 -1.568  -0.323
C: -3.684 2.388 -1.877  0.306
C: -4.449 1.844 -0.845  0.311
C: -5.533 1.020 -1.116  -0.947
C: -5.849 0.694 -2.428  -0.550
C: -5.072 1.193 -3.464  -0.681
C: -4.003 2.034 -3.189  -0.470
C: -2.434 4.318 -0.124  0.815
C: -1.320 4.634 0.652  -0.753
C: -1.452 5.372 1.821  -0.371
C: -2.710 5.792 2.239  -0.574
C: -3.830 5.473 1.480  -0.872
C: -3.691 4.746 0.303  -0.282
C: -2.030 4.472 -2.938  0.114
C: -1.041 4.281 -3.900  -0.153
C: -0.850 5.205 -4.919  -0.513
C: -1.645 6.343 -4.979  -0.436
C: -2.634 6.546 -4.024  -0.660
C: -2.823 5.615 -3.008  -0.459
H: -4.197 2.071 0.184  0.431
H: -6.126 0.621 -0.299  0.396
H: -6.683 0.036 -2.642  0.340
H: -5.284 0.908 -4.487  0.381
H: -3.391 2.416 -3.998  0.315
H: -0.361 4.244 0.331  0.123
H: -0.577 5.601 2.418  0.389
H: -2.821 6.356 3.158  0.373
H: -4.816 5.782 1.813  0.376
H: -4.570 4.510 -0.288  0.419
H: -0.426 3.394 -3.802  0.217
H: -0.072 5.046 -5.658  0.408
H: -1.490 7.077 -5.763  0.350
H: -3.255 7.434 -4.071  0.388
H: -3.594 5.781 -2.263  0.271
S: 3.692 3.703 -3.651  -0.333
C: 2.520 2.783 -4.516  -0.173
C: 1.781 2.051 -3.652  -0.792
N: 2.108 2.209 -2.323  0.662
C: 3.079 3.036 -2.169  -0.553
H: 2.463 2.839 -5.591  0.440
H: 0.985 1.360 -3.906  0.157
H: 3.530 3.285 -1.216  0.262
C: 2.835 2.527 3.016  -0.426
C: 1.719 2.254 4.039  -0.750
C: 0.564 1.840 3.130  0.848
O: 0.675 2.718 2.022  -0.031
C: 2.063 2.844 1.716  0.358
H: 3.439 1.632 2.867  -0.205
H: 3.492 3.344 3.319  0.495
H: 1.455 3.172 4.571  0.270
H: 1.976 1.482 4.767  0.404
H: -0.421 1.990 3.578  0.174
H: 0.663 0.794 2.820  -0.738
H: 2.220 3.867 1.363  0.477
H: 2.348 2.143 0.929  -0.639
O: 4.595 0.567 0.216  -0.664
C: 4.052 -0.214 0.997  -0.411
C: 4.877 -1.129 1.923  -0.762
C: 3.816 -1.837 2.748  -0.826
C: 2.500 -1.235 2.215  -0.279
O: 1.410 -1.551 2.699  -0.708
N: 2.720 -0.355 1.212  1.587
H: 5.554 -0.511 2.517  0.355
H: 5.486 -1.799 1.314  0.163
H: 3.889 -1.648 3.820  0.243
H: 3.788 -2.918 2.597  0.302

Computed properties:
Spin multiplicity: 1
HOMO energy in hartree: -0.00718
Total charge: -2
Frontier orbital gap in eV: 3.888

=====

(2)
Entry from the OMol25 dataset: a structure of composition C54H67NO4Ru (wB97M-V/def2-TZVPD).

Each line ends with the Mulliken charge.
Element x y z (Å)
Ru: 0.902 0.387 -1.436  0.780
C: -1.474 0.588 -3.534  -0.949
O: -1.237 1.238 -2.293  -0.877
C: -2.095 1.139 -1.203  0.294
C: -2.997 0.103 -0.966  0.155
C: -3.284 -1.103 -1.838  -1.643
C: -2.544 -2.377 -1.460  0.457
C: -3.291 -3.551 -1.483  -0.379
C: -2.790 -4.778 -1.070  -0.208
C: -1.502 -4.756 -0.541  -0.687
C: -0.711 -3.619 -0.492  0.509
C: 0.634 -3.779 0.207  -1.656
C: 1.135 -2.637 1.070  -0.051
C: 0.693 -2.654 2.399  -0.258
C: 1.059 -1.711 3.340  -0.138
C: 1.915 -0.699 2.916  -0.474
C: 2.355 -0.608 1.612  0.182
C: 3.194 0.581 1.212  -1.562
C: 2.480 1.847 0.737  0.686
C: 3.266 2.955 0.480  -1.032
C: 2.758 4.140 -0.052  0.341
C: 1.394 4.184 -0.303  -0.506
C: 0.548 3.106 -0.064  0.626
C: -0.914 3.273 -0.474  -1.186
C: -1.893 2.145 -0.252  -0.253
C: -2.624 2.120 0.925  -0.294
C: -3.540 1.116 1.202  -0.046
C: -3.705 0.138 0.233  -0.570
C: -4.338 1.038 2.502  2.404
C: -3.962 2.158 3.472  -2.162
C: -4.057 -0.305 3.190  -1.670
C: -5.837 1.147 2.195  -1.869
C: 1.082 1.901 0.461  -0.322
O: 0.330 0.820 0.578  -0.362
C: 3.705 5.296 -0.368  2.385
C: 4.816 4.806 -1.307  -1.477
C: 4.331 5.821 0.932  -1.917
C: 2.984 6.452 -1.060  -2.065
C: 1.983 -1.602 0.694  0.355
O: 2.445 -1.354 -0.591  -0.657
C: 2.535 -2.373 -1.580  -0.372
C: 0.563 -1.730 4.785  2.327
C: -0.127 -0.396 5.104  -1.543
C: 1.756 -1.919 5.732  -1.869
C: -0.439 -2.855 5.038  -2.195
C: -1.179 -2.398 -1.064  -0.365
O: -0.406 -1.363 -1.201  0.595
C: -3.589 -6.079 -1.106  2.174
C: -2.843 -7.119 -1.954  -1.675
C: -3.764 -6.628 0.317  -1.692
C: -4.980 -5.885 -1.711  -2.117
H: -2.455 0.864 -3.928  0.375
H: -1.376 -0.491 -3.440  0.230
H: -0.687 0.943 -4.194  0.334
H: -3.209 -0.886 -2.899  0.691
H: -4.343 -1.324 -1.681  0.446
H: -4.316 -3.475 -1.828  0.491
H: -1.086 -5.669 -0.121  0.469
H: 1.396 -4.122 -0.488  0.689
H: 0.501 -4.616 0.897  0.576
H: 0.021 -3.458 2.671  0.532
H: 2.225 0.080 3.606  0.445
H: 3.897 0.285 0.429  0.088
H: 3.800 0.856 2.080  0.768
H: 4.332 2.872 0.671  0.491
H: 0.954 5.074 -0.740  0.467
H: -0.928 3.539 -1.535  0.329
H: -1.305 4.145 0.059  0.792
H: -2.437 2.910 1.642  0.530
H: -4.402 -0.676 0.411  0.416
H: -2.907 2.106 3.749  0.344
H: -4.556 2.066 4.385  0.461
H: -4.155 3.144 3.044  0.392
H: -2.990 -0.414 3.387  0.127
H: -4.364 -1.147 2.568  0.351
H: -4.597 -0.367 4.139  0.506
H: -6.065 2.100 1.714  0.384
H: -6.421 1.077 3.118  0.466
H: -6.163 0.348 1.527  0.308
H: 5.419 4.025 -0.842  0.346
H: 5.484 5.632 -1.570  0.516
H: 4.395 4.395 -2.226  0.119
H: 4.881 5.033 1.450  0.306
H: 3.560 6.192 1.611  0.384
H: 5.028 6.636 0.718  0.480
H: 2.556 6.134 -2.014  0.303
H: 3.696 7.256 -1.263  0.451
H: 2.184 6.861 -0.439  0.391
H: 3.160 -3.194 -1.221  0.340
H: 2.998 -1.892 -2.434  -0.254
H: 1.550 -2.727 -1.875  0.152
H: 0.559 0.446 5.004  0.336
H: -0.511 -0.402 6.127  0.494
H: -0.959 -0.225 4.419  0.109
H: 2.490 -1.122 5.607  0.308
H: 2.257 -2.870 5.536  0.390
H: 1.421 -1.913 6.773  0.471
H: -1.323 -2.752 4.404  0.364
H: -0.766 -2.825 6.080  0.472
H: 0.001 -3.838 4.854  0.383
H: -1.851 -7.320 -1.546  0.296
H: -2.716 -6.759 -2.977  0.352
H: -3.396 -8.062 -1.984  0.463
H: -2.800 -6.822 0.789  0.326
H: -4.329 -7.565 0.302  0.456
H: -4.301 -5.910 0.939  0.347
H: -4.922 -5.510 -2.735  0.380
H: -5.577 -5.184 -1.124  0.388
H: -5.509 -6.841 -1.731  0.443
C: 4.698 0.182 -2.970  -1.193
C: 4.184 1.451 -3.579  1.367
C: 5.057 2.323 -4.213  -0.647
C: 4.615 3.499 -4.802  -0.927
C: 3.264 3.809 -4.724  -0.621
C: 2.358 2.973 -4.091  1.015
C: 0.916 3.367 -3.982  -1.097
C: 2.794 1.745 -3.516  -0.207
N: 1.919 0.890 -2.940  -0.801
H: 5.789 0.162 -2.980  0.447
H: 4.341 -0.684 -3.533  0.279
H: 4.347 0.057 -1.942  -0.095
H: 6.112 2.068 -4.241  0.330
H: 5.310 4.166 -5.297  0.327
H: 2.896 4.734 -5.158  0.333
H: 0.736 4.322 -4.480  0.449
H: 0.626 3.457 -2.933  -0.028
H: 0.257 2.618 -4.423  0.091

Computed properties:
Spin multiplicity: 6
HOMO energy (alpha / beta) in hartree: -0.13702 / -0.15196
Total charge: -1
Frontier orbital gap (alpha / beta) in eV: 6.133 / 6.538

=====

(3)
Entry from the OMol25 dataset: a structure of composition C54H71N7Sc at a distorted geometry (wB97M-V/def2-TZVPD).

Each line ends with the Mulliken charge.
Element x y z (Å)
Sc: 1.175 0.024 0.341  0.157
C: -0.318 6.330 -0.588  -0.602
C: 0.809 5.568 -1.292  -1.145
C: 1.248 4.358 -0.534  0.698
C: 2.134 4.325 0.505  0.737
C: 2.840 5.484 1.124  -1.273
C: 4.253 5.650 0.556  -1.216
C: 2.325 2.931 0.844  -0.105
N: 1.532 2.147 0.057  -0.107
C: 0.863 2.987 -0.792  0.349
C: -0.055 2.580 -1.758  -1.062
C: -0.355 1.272 -2.125  -0.250
C: -1.246 0.902 -3.214  0.573
C: -2.051 1.945 -3.931  0.775
C: -3.079 1.486 -4.961  -1.796
C: -1.123 -0.449 -3.361  0.441
C: -0.181 -0.896 -2.350  0.112
C: 0.286 -2.201 -2.228  -0.675
C: 1.246 -2.673 -1.337  -0.295
N: 1.851 -1.913 -0.377  -0.143
C: 2.724 -2.732 0.280  0.043
C: 3.587 -2.328 1.293  -0.722
C: 3.801 -1.028 1.734  -0.014
N: 3.127 0.076 1.294  -0.472
C: 3.642 1.144 1.970  -0.008
C: 3.251 2.465 1.774  -0.512
C: 4.682 0.704 2.877  0.705
C: 4.777 -0.650 2.732  0.876
C: 5.720 -1.590 3.407  -1.210
C: 6.889 -1.963 2.490  -1.065
C: 5.433 1.563 3.839  -1.321
C: 4.667 1.689 5.161  -1.165
C: 2.651 -4.071 -0.261  0.944
C: 1.752 -4.030 -1.287  0.989
C: 1.329 -5.182 -2.140  -1.410
C: 0.177 -5.941 -1.478  -0.580
C: 3.456 -5.236 0.212  -1.360
C: 4.880 -5.190 -0.348  -1.155
N: 0.239 0.162 -1.597  0.338
C: -1.791 -1.392 -4.305  -1.568
C: -2.965 -2.094 -3.621  -0.219
H: -0.719 7.098 -1.244  0.444
H: 0.030 6.811 0.322  0.316
H: -1.118 5.640 -0.326  -0.290
H: 1.666 6.232 -1.408  0.347
H: 0.477 5.279 -2.291  0.479
H: 2.887 5.354 2.209  0.433
H: 2.281 6.398 0.927  0.328
H: 4.800 4.712 0.609  0.308
H: 4.794 6.415 1.112  0.408
H: 4.204 5.951 -0.488  0.321
H: -0.533 3.366 -2.325  0.272
H: -1.351 2.621 -4.432  0.359
H: -2.572 2.537 -3.169  -0.356
H: -2.596 1.056 -5.833  0.428
H: -3.651 2.350 -5.297  0.475
H: -3.779 0.764 -4.546  0.272
H: -0.109 -2.917 -2.933  0.298
H: 4.187 -3.099 1.756  0.487
H: 3.770 3.216 2.353  0.449
H: 5.186 -2.497 3.702  0.394
H: 6.110 -1.127 4.314  0.424
H: 6.527 -2.384 1.554  0.195
H: 7.529 -2.692 2.979  0.396
H: 7.481 -1.083 2.252  0.324
H: 5.599 2.555 3.418  0.438
H: 6.410 1.119 4.036  0.457
H: 3.681 2.119 4.994  0.266
H: 5.210 2.329 5.852  0.416
H: 4.541 0.713 5.624  0.322
H: 2.178 -5.857 -2.269  0.396
H: 1.025 -4.843 -3.132  0.470
H: 0.482 -6.310 -0.501  0.315
H: -0.125 -6.789 -2.087  0.488
H: -0.676 -5.279 -1.345  -0.177
H: 2.980 -6.166 -0.105  0.382
H: 3.498 -5.240 1.304  0.446
H: 4.860 -5.306 -1.430  0.325
H: 5.475 -5.997 0.074  0.406
H: 5.353 -4.239 -0.113  0.224
H: -1.071 -2.141 -4.638  0.516
H: -2.145 -0.866 -5.187  0.380
H: -2.625 -2.602 -2.719  -0.445
H: -3.414 -2.821 -4.295  0.572
H: -3.728 -1.372 -3.336  0.213
C: -4.753 4.590 1.219  -1.813
C: -4.394 3.603 0.098  2.181
C: -5.645 2.780 -0.232  -2.059
C: -3.973 4.370 -1.166  -1.050
C: -3.219 2.733 0.509  0.556
C: -2.136 3.270 1.208  -0.809
C: -1.051 2.468 1.506  -0.877
N: -0.974 1.180 1.198  0.555
C: -2.037 0.625 0.597  0.336
C: -3.141 1.379 0.205  -0.644
C: -1.987 -0.849 0.513  -0.618
C: -3.132 -1.610 0.285  -0.579
C: -3.094 -2.995 0.397  0.563
C: -1.868 -3.553 0.754  -0.791
C: -0.770 -2.735 0.937  -1.410
N: -0.806 -1.412 0.809  0.910
C: -4.302 -3.881 0.183  2.116
C: -5.583 -3.089 -0.078  -2.067
C: -4.039 -4.779 -1.032  -1.484
C: -4.511 -4.745 1.436  -1.805
H: -5.701 5.071 0.992  0.461
H: -4.004 5.370 1.328  0.324
H: -4.854 4.068 2.168  0.435
H: -6.463 3.459 -0.461  0.499
H: -5.947 2.161 0.610  0.417
H: -5.491 2.148 -1.104  0.307
H: -4.728 5.105 -1.436  0.505
H: -3.857 3.678 -1.997  0.116
H: -3.029 4.885 -1.018  0.025
H: -2.121 4.303 1.512  0.317
H: -0.197 2.870 2.037  0.548
H: -3.939 0.904 -0.337  0.291
H: -4.058 -1.125 0.036  0.496
H: -1.762 -4.615 0.900  0.617
H: 0.185 -3.165 1.217  0.517
H: -5.482 -2.456 -0.956  0.345
H: -5.844 -2.477 0.782  0.433
H: -6.399 -3.783 -0.263  0.444
H: -3.991 -4.178 -1.936  0.233
H: -4.850 -5.494 -1.140  0.521
H: -3.108 -5.328 -0.930  0.295
H: -4.546 -4.126 2.331  0.412
H: -3.718 -5.476 1.558  0.308
H: -5.451 -5.282 1.351  0.491
N: 0.915 -0.267 2.932  -0.455
H: 1.621 -0.870 3.349  0.206
H: 0.009 -0.619 3.229  0.290
H: 1.032 0.652 3.352  0.184

Computed properties:
Spin multiplicity: 1
HOMO energy in hartree: -0.32800
Total charge: +1
Frontier orbital gap in eV: 5.733

=====

Among the records above, which one has the highest total charge? C54H71N7Sc

=====

Which value of total charge does entry 1 give? -2